C15H33As3O4PdTe as an isolated structure, computed with ωB97M-V with the def2-TZVPD basis set.

```
! RIJCOSX wB97M-V def2-TZVPD def2/J DEFGRID3
* xyz -2 1
Pd 0.511 0.417 -0.083
C 1.185 -3.644 2.958
As 0.905 -1.912 1.993
C 2.321 -2.199 0.690
C 2.016 -0.796 3.230
C 1.245 0.017 4.285
C 0.110 -0.794 4.917
C 0.660 1.304 3.666
As -0.246 1.277 1.880
C -0.711 3.193 1.982
C -2.013 0.595 2.368
C 2.229 0.501 5.373
As 3.111 -0.647 6.727
C 3.229 -2.454 5.959
C 1.596 -1.015 7.938
H 2.234 -3.815 3.218
H 0.854 -4.435 2.284
H 0.576 -3.683 3.865
H 3.198 -2.682 1.133
H 2.603 -1.225 0.279
H 1.901 -2.787 -0.126
H 2.556 -0.103 2.578
H 2.756 -1.442 3.709
H -0.658 -1.007 4.174
H -0.352 -0.236 5.737
H 0.472 -1.747 5.307
H 1.476 2.016 3.499
H -0.029 1.771 4.382
H -1.302 3.421 2.873
H -1.276 3.442 1.082
H 0.206 3.784 1.988
H -2.357 0.960 3.340
H -1.974 -0.494 2.355
H -2.698 0.918 1.583
H 1.739 1.260 5.997
H 3.059 1.011 4.876
H 4.031 -2.494 5.223
H 2.305 -2.787 5.488
H 3.482 -3.131 6.777
H 1.175 -0.069 8.278
H 1.968 -1.556 8.809
H 0.814 -1.599 7.461
O 1.643 -1.862 -2.796
C 0.854 -1.053 -2.299
O 1.059 0.230 -2.218
C -0.496 -1.576 -1.692
O -0.423 -2.576 -0.938
O -1.526 -0.947 -2.029
C -2.150 4.192 -2.582
Te -1.134 2.258 -2.311
C 0.731 3.282 -2.091
H -2.146 4.778 -1.663
H -3.186 3.999 -2.867
H -1.678 4.774 -3.374
H 0.979 3.825 -3.003
H 1.455 2.488 -1.913
H 0.696 3.963 -1.241
*
```

For the energy above the lowest of the compared OMol25 structures with the same formula, charge and spin, the calculation gives 1.7 kcal/mol.

Atom charges from the natural (NBO) analysis, given in e for atoms 1 to 2:
1 Pd -0.05
2 C -0.98



A 3-piece molecular cluster, C15H33BBrNO11S overall, computed with ωB97M-V with the def2-TZVPD basis set.

```
! RIJCOSX wB97M-V def2-TZVPD def2/J DEFGRID3
* xyz 0 1
C 1.604 0.985 -1.878
C 1.174 0.136 -0.625
O -0.227 -0.186 -0.629
B -0.521 -1.292 -1.497
O 0.459 -2.133 -2.070
C -2.106 -1.594 -1.746
N -2.787 -1.251 -0.481
C -2.662 -0.861 -3.013
S -1.211 0.167 -3.688
C -3.790 0.176 -2.761
C -5.119 -0.301 -2.124
C -6.322 0.511 -2.729
Br -5.560 -2.208 -2.215
O -3.050 -1.680 -4.081
C -2.028 -2.505 -4.599
C -1.649 -2.101 -6.094
O -2.630 -1.148 -6.553
O -2.004 -0.175 -7.342
H 0.886 1.824 -2.010
H 2.605 1.441 -1.722
H 1.588 0.379 -2.803
H 1.844 -0.731 -0.455
H 1.336 0.819 0.241
H 1.075 -1.647 -2.622
H -2.166 -2.703 -1.893
H -2.206 -1.477 0.321
H -3.638 -1.788 -0.337
H -1.408 1.452 -3.254
H -3.362 0.972 -2.109
H -3.995 0.687 -3.730
H -5.106 -0.020 -1.050
H -6.439 0.347 -3.816
H -7.269 0.220 -2.223
H -6.178 1.586 -2.469
H -1.111 -2.608 -3.989
H -2.456 -3.534 -4.680
H -0.688 -1.554 -6.030
H -1.601 -2.992 -6.753
H -1.545 0.456 -6.761
C 2.994 -0.902 5.740
O 2.916 -1.052 4.322
C 1.757 -1.553 3.889
O 0.826 -1.870 4.574
O 1.818 -1.638 2.558
C 0.636 -2.162 1.955
H 3.973 -0.489 5.975
H 2.232 -0.210 6.097
H 2.897 -1.869 6.235
H -0.219 -1.518 2.161
H 0.449 -3.179 2.302
H 0.799 -2.184 0.881
C 5.997 4.229 7.316
O 5.925 4.083 5.899
C 4.769 3.581 5.462
O 3.836 3.260 6.146
O 4.832 3.496 4.133
C 3.651 2.971 3.529
H 6.975 4.643 7.551
H 5.231 4.918 7.672
H 5.899 3.261 7.809
H 2.795 3.614 3.735
H 3.461 1.955 3.874
H 3.813 2.947 2.453
*
```

The SMILES is CCOB(O)[C@@H](N)[C@](S)(C[C@@H](C)Br)OCCOO.COC(=O)OC.COC(=O)OC.

Atom charges from the natural (NBO) analysis, given in e for atoms 1 to 2:
1 C -0.63
2 C -0.08



C15H33Cl2Cu3N2O9P as an isolated structure, computed with ωB97M-V with the def2-TZVPD basis set.

```
! RIJCOSX wB97M-V def2-TZVPD def2/J DEFGRID3
* xyz 1 1
Cu -0.788 -1.670 2.902
Cu 3.472 -1.354 1.096
Cu 1.071 2.540 1.659
C 1.006 -0.143 1.523
O 1.057 -1.377 1.560
O -0.026 0.408 1.937
O 2.010 0.536 1.236
C 5.017 -3.524 2.999
O 4.837 -2.313 2.741
N 4.058 -4.410 3.326
C 4.224 -5.788 3.686
C 2.675 -3.892 3.550
H 6.004 -4.009 2.955
H 4.298 -5.864 4.771
H 5.117 -6.210 3.226
H 3.360 -6.292 3.253
H 2.507 -2.878 3.191
H 1.988 -4.481 2.940
H 2.341 -3.984 4.583
C -1.229 -3.650 0.356
O -1.588 -3.565 1.517
N -1.456 -4.714 -0.430
C -0.989 -4.803 -1.790
C -2.342 -5.798 0.010
H -0.542 -2.930 -0.115
H -1.784 -4.758 -2.535
H -0.601 -5.822 -1.833
H -0.154 -4.117 -1.925
H -1.915 -6.794 -0.113
H -2.609 -5.680 1.059
H -3.255 -5.761 -0.585
Cl -1.492 -0.910 -2.310
C -0.328 0.206 -1.665
C 1.075 -0.129 -2.124
Cl 1.358 0.301 -3.847
H -0.327 0.067 -0.583
H -0.519 1.267 -1.823
H 1.224 -1.209 -2.110
H 1.893 0.331 -1.572
C -2.547 7.296 0.004
C -1.387 6.319 -0.310
O -1.993 5.056 -0.507
P -1.103 3.818 -0.997
O 0.046 3.564 -0.110
O -0.685 4.331 -2.464
C 0.136 3.608 -3.347
C 0.849 4.613 -4.303
O -2.242 2.713 -1.136
C -2.532 1.964 0.035
C -3.728 2.597 0.715
H -2.167 8.307 0.153
H -3.212 7.406 -0.852
H -3.029 6.943 0.916
H -1.052 6.729 -1.264
H -0.603 6.344 0.446
H 0.908 3.059 -2.807
H -0.484 2.896 -3.891
H 0.083 5.011 -4.968
H 1.420 5.424 -3.852
H 1.540 4.054 -4.935
H -2.905 1.016 -0.352
H -1.687 1.874 0.717
H -4.575 2.507 0.032
H -4.066 2.044 1.591
H -3.632 3.681 0.764
*
```

Atom charges from the natural (NBO) analysis, given in e for atoms 1 to 2:
1 Cu 0.93
2 Cu 0.92



A 2-piece molecular cluster, C15H33IO5P overall, computed with ωB97M-V with the def2-TZVPD basis set.

```
! RIJCOSX wB97M-V def2-TZVPD def2/J DEFGRID3
* xyz -1 1
C 4.975 -2.767 3.747
C 4.936 -1.971 2.455
C 3.580 -1.708 1.708
I 1.902 -2.781 2.810
C 3.319 -0.316 1.461
C 2.730 -0.034 0.099
C 1.209 -0.147 -0.052
C 0.442 0.855 0.806
C -0.425 0.270 1.907
C -1.467 -0.699 1.410
C -2.139 -1.511 2.512
C -2.722 -2.818 2.016
O -1.923 -3.933 2.367
C -1.228 -4.515 1.297
H 4.411 -2.290 4.534
H 6.010 -2.802 4.086
H 4.663 -3.796 3.632
H 5.321 -0.992 2.676
H 5.587 -2.454 1.734
H 3.631 -2.212 0.751
H 2.643 0.093 2.208
H 3.168 -0.737 -0.609
H 3.013 0.964 -0.234
H 0.970 0.055 -1.096
H 0.930 -1.178 0.140
H -0.226 1.419 0.158
H 1.111 1.594 1.230
H -0.966 1.080 2.395
H 0.192 -0.180 2.678
H -1.023 -1.402 0.714
H -2.225 -0.152 0.853
H -1.412 -1.719 3.286
H -2.936 -0.923 2.958
H -2.822 -2.768 0.932
H -3.714 -2.982 2.424
H -0.516 -5.208 1.716
H -1.902 -5.029 0.612
H -0.659 -3.784 0.730
C -3.121 0.967 -3.649
O -2.499 1.958 -2.818
P -1.325 2.979 -3.442
O -0.385 3.132 -2.313
O -2.391 4.205 -3.626
C -3.425 4.460 -2.689
O -0.496 3.500 -4.756
C -0.476 4.873 -5.126
H -3.851 0.446 -3.036
H -3.640 1.424 -4.500
H -2.393 0.241 -4.013
H -3.076 4.337 -1.665
H -4.287 3.815 -2.867
H -3.733 5.494 -2.840
H -0.180 5.484 -4.274
H -1.429 5.213 -5.522
H 0.272 4.953 -5.915
*
```

For the energy above the lowest of the compared OMol25 structures with the same formula, charge and spin, the calculation gives 0.0 kcal/mol.

Atom charges from the natural (NBO) analysis, given in e for atoms 1 to 2:
1 C -0.61
2 C -0.43



Number 1: LUMO level 4.3 eV, orbital gap 4.771 eV, E_HOMO -0.5020 eV. Number 2: LUMO level 0.2 eV, orbital gap 9.490 eV, E_HOMO -9.2583 eV. Number 3: LUMO level -3.2 eV, orbital gap 7.910 eV, E_HOMO -11.1092 eV. Number 4: LUMO level 1.2 eV, orbital gap 3.004 eV, E_HOMO -1.8160 eV.